{"formula": "C3H3O2Yb", "method": "the ωB97M-V functional and the def2-TZVPD basis", "total_charge": 1, "de_lowest_kj_mol": 392.6, "gap_ev": [4.6, 4.6], "e_homo_ev": [-10.4, -10.3], "symbols": ["Yb", "O", "O", "C", "C", "C", "H", "H", "H"], "xyz": [[2.38412, 1.13701, 0.27285], [0.16149, 1.00815, 0.47547], [2.07551, -1.17638, 0.08652], [-0.52094, -0.20202, 0.43576], [-1.21610, 0.36864, -0.62296], [1.10645, -1.87112, 0.12600], [-1.07664, -0.03306, -1.62816], [-1.88467, 1.22524, -0.51848], [-1.02921, -0.45646, 1.37301]], "mulliken_charge": [1.5139, -0.5840, -0.3544, -0.0973, -0.3925, 0.1830, 0.2349, 0.2645, 0.2319]}